{
  "formula": "C32H67F10N14O22S10",
  "method": "wB97M-V/def2-TZVPD",
  "largest_force_ev_per_a": 4.93,
  "e_lumo_ev": -3.346,
  "energy_ha": -8661.5363,
  "total_charge": 1,
  "gap_ev": 7.521,
  "e_homo_ev": -10.87,
  "species": ["C", "C", "N", "C", "C", "N", "C", "C", "H", "H", "H", "H", "H", "H", "H", "H", "H", "H", "H", "C", "C", "N", "C", "C", "N", "C", "C", "H", "H", "H", "H", "H", "H", "H", "H", "H", "H", "H", "C", "C", "N", "C", "C", "N", "C", "C", "H", "H", "H", "H", "H", "H", "H", "H", "H", "H", "H", "C", "C", "O", "N", "H", "H", "C", "H", "H", "H", "H", "H", "H", "C", "C", "O", "N", "H", "H", "C", "H", "H", "H", "H", "H", "H", "C", "C", "C", "N", "C", "C", "C", "C", "C", "H", "H", "H", "H", "H", "H", "H", "H", "H", "H", "H", "H", "H", "H", "H", "H", "H", "H", "N", "S", "O", "O", "F", "S", "O", "O", "F", "N", "S", "O", "O", "F", "S", "O", "O", "F", "N", "S", "O", "O", "F", "S", "O", "O", "F", "N", "S", "O", "O", "F", "S", "O", "O", "F", "N", "S", "O", "O", "F", "S", "O", "O", "F"],
  "positions_angstrom": [[2.4319, 2.2951, -0.6389], [1.1337, 1.6093, -1.0440], [0.8991, 0.4446, -0.1829], [1.6530, -0.7060, -0.1901], [1.0768, -1.4895, 0.7480], [-0.0604, -0.8820, 1.1981], [-0.1620, 0.3063, 0.5982], [-0.8656, -1.4330, 2.2679], [2.3328, 2.6000, 0.4123], [2.4932, 3.2881, -1.0979], [3.3480, 1.7624, -0.8706], [1.2851, 1.2164, -2.0470], [0.2894, 2.2911, -1.0095], [2.5449, -0.7743, -0.7892], [1.3561, -2.4416, 1.1589], [-1.0466, 0.9193, 0.6405], [-0.4543, -1.0751, 3.2127], [-0.8130, -2.5088, 2.1560], [-1.8646, -1.0058, 2.2969], [-2.2470, 3.1036, -9.1590], [-0.8044, 2.8901, -8.7486], [-0.5962, 3.2533, -7.3396], [-0.8264, 4.4551, -6.6983], [-0.5574, 4.2478, -5.3899], [0.0655, 3.0338, -5.3023], [0.0511, 2.4578, -6.4900], [0.6101, 2.4627, -4.0785], [-2.9945, 3.0715, -8.3704], [-2.5683, 2.4708, -9.9852], [-2.3539, 4.1000, -9.6055], [-0.0321, 3.3684, -9.3478], [-0.5874, 1.8232, -8.8200], [-1.2936, 5.2257, -7.2861], [-0.6827, 4.9124, -4.5507], [0.3362, 1.4448, -6.7137], [0.9491, 1.4525, -4.2937], [-0.1720, 2.4811, -3.3269], [1.4829, 3.0192, -3.7387], [6.2544, -0.8815, 6.9112], [5.6043, -0.5853, 5.5731], [4.3089, -1.2991, 5.4193], [3.2310, -1.1921, 6.2636], [2.3315, -2.1256, 5.8737], [2.9147, -2.8484, 4.8635], [4.0840, -2.2886, 4.5654], [2.4279, -3.9066, 3.9820], [6.9635, -1.7010, 6.7760], [5.5717, -1.1214, 7.7210], [6.8832, -0.0507, 7.2305], [6.1468, -0.8224, 4.6624], [5.3208, 0.4684, 5.5253], [3.1665, -0.4433, 7.0317], [1.3541, -2.4092, 6.2370], [4.7608, -2.6018, 3.7864], [1.6280, -3.4648, 3.3866], [1.9594, -4.7180, 4.5364], [3.1890, -4.3055, 3.3222], [2.3294, -1.5992, -3.8308], [2.5823, -2.8242, -4.6554], [1.9687, -3.8326, -4.6005], [3.7769, -2.7105, -5.5846], [4.3234, -1.8622, -5.3279], [4.4233, -3.4866, -5.4284], [3.4128, -2.6656, -7.0495], [2.2077, -0.7724, -4.5279], [3.2508, -1.4438, -3.2609], [1.5142, -1.7938, -3.1462], [2.7673, -3.4908, -7.3178], [4.4028, -2.7316, -7.4973], [3.0260, -1.6700, -7.2454], [1.8487, 5.2040, 2.4607], [0.6784, 5.9165, 3.0684], [0.2372, 6.9513, 2.7355], [-0.0326, 5.1821, 4.2357], [-0.9773, 5.0260, 3.8771], [0.4621, 4.2930, 4.2951], [-0.1097, 6.0495, 5.4472], [2.2732, 5.8305, 1.6835], [1.5161, 4.2401, 2.0697], [2.5560, 5.0789, 3.2892], [-0.4004, 7.0633, 5.1971], [0.8064, 6.0049, 6.0259], [-0.9104, 5.6182, 6.0465], [-5.2564, 0.4557, 1.5990], [-4.9997, -0.9712, 2.1074], [-6.2056, -1.5114, 2.8354], [-6.2150, -3.0131, 3.0726], [-4.8904, -3.3396, 3.7281], [-6.3478, -3.8427, 1.8256], [-7.8390, -3.7360, 1.5344], [-8.5337, -3.6083, 2.9154], [-7.4007, -3.3603, 3.9138], [-6.1370, 0.8934, 2.0763], [-5.4252, 0.5309, 0.5251], [-4.4026, 1.1066, 1.7835], [-4.0826, -1.0019, 2.6963], [-4.7416, -1.5492, 1.2150], [-7.0590, -1.3477, 2.1700], [-6.4286, -1.0278, 3.7831], [-4.7363, -2.6023, 4.5161], [-4.0779, -3.1492, 3.0347], [-5.0250, -4.3763, 4.0144], [-6.1310, -4.8355, 2.2251], [-5.6446, -3.5449, 1.0575], [-8.2685, -4.5733, 0.9851], [-7.9789, -2.9295, 0.8102], [-9.1008, -4.5164, 3.0758], [-9.1476, -2.7101, 2.8699], [-7.1305, -4.2659, 4.4634], [-7.4958, -2.6113, 4.6948], [0.3691, 6.7380, -2.9351], [1.9251, 6.8527, -2.9222], [2.6512, 5.6139, -2.9510], [2.4574, 7.9312, -2.1643], [2.0743, 7.3251, -4.4486], [-0.0109, 5.9874, -1.5739], [0.4739, 6.4867, -0.3291], [-0.1085, 4.5657, -1.7600], [-1.5425, 6.3925, -1.5171], [2.9548, -3.9366, 0.7396], [2.2494, -4.7285, -0.4356], [2.7009, -6.0421, -0.7279], [1.7013, -3.9254, -1.4771], [0.9299, -5.0524, 0.4517], [4.3013, -3.4381, 0.0000], [4.1842, -2.4686, -1.0375], [5.2577, -4.4797, -0.1209], [4.8463, -2.5306, 1.2229], [-0.8858, -2.4387, 6.4594], [-1.9975, -1.3658, 6.2495], [-3.3150, -1.7303, 6.6600], [-1.8591, -0.5405, 5.0883], [-1.5971, -0.3789, 7.4503], [-1.5465, -3.7547, 5.6872], [-1.4185, -3.7454, 4.2701], [-2.6660, -4.4327, 6.2362], [-0.3723, -4.7020, 6.2053], [4.5489, -0.0412, -5.1494], [5.2923, 0.6010, -3.9266], [4.4745, 0.8080, -2.7719], [6.3463, 1.5034, -4.2375], [6.1382, -0.7041, -3.4942], [4.0358, 1.2837, -5.9667], [4.6440, 1.4437, -7.2282], [3.4809, 2.3220, -5.1749], [2.5921, 0.5986, -6.3809], [-3.0316, -1.1869, -3.0026], [-3.2779, -0.3605, -1.5957], [-3.0094, 1.0319, -1.6235], [-3.0285, -1.0490, -0.3662], [-4.8677, -0.5180, -1.6697], [-1.5358, -1.6702, -2.7395], [-1.3170, -2.6485, -1.7334], [-0.5403, -0.6402, -2.9009], [-1.3901, -2.5076, -4.0871]],
  "forces_ev_per_angstrom": [[-0.659, 1.462, 0.537], [1.287, -0.358, -0.377], [-0.776, 0.621, -1.048], [-0.018, 0.901, 0.674], [-0.102, -0.908, 0.236], [0.258, 0.620, -0.401], [-0.109, -0.788, 0.261], [0.200, 0.609, 0.466], [0.410, -0.547, 0.169], [-0.016, -0.271, -0.550], [-0.086, -0.228, 0.184], [-0.420, -0.017, -0.048], [-0.104, -0.125, 0.043], [0.038, -0.254, 0.083], [0.103, -0.100, -0.300], [0.192, 0.287, -0.033], [0.222, -0.514, 0.087], [-0.436, -0.057, 0.296], [-0.156, -0.348, -0.610], [-0.318, 1.461, -1.228], [-0.118, -0.822, 0.457], [1.524, -0.097, -0.132], [-1.405, -0.672, -0.820], [0.651, 1.033, -0.071], [0.032, -0.148, 0.324], [-0.895, -0.403, -0.019], [0.244, -0.175, 0.141], [0.295, -0.393, 0.276], [0.226, -0.404, 0.232], [0.002, 0.066, 0.237], [-0.365, 0.354, -0.201], [0.107, 0.009, 0.227], [-0.035, 0.317, 0.472], [0.238, -0.055, 0.092], [0.277, 0.060, 0.118], [-0.262, -0.092, 0.030], [0.018, -0.128, 0.012], [-0.160, 0.279, -0.107], [1.278, -0.403, -0.411], [-1.640, 0.697, 0.023], [0.691, -0.046, 0.195], [-0.279, 0.176, -0.212], [-0.408, -0.906, 0.291], [1.223, 0.229, -1.237], [0.237, -0.048, 0.613], [-1.798, -0.158, 0.094], [-0.233, -0.219, 0.262], [-0.210, 0.023, -0.158], [-0.192, 0.167, -0.062], [0.483, -0.017, 0.280], [0.224, 0.039, -0.121], [0.044, -0.029, 0.044], [0.002, 0.247, 0.103], [-0.065, -0.061, -0.039], [0.090, -0.179, -0.217], [0.213, 0.071, 0.257], [0.260, 0.271, 0.108], [0.835, -0.675, -0.420], [-1.039, 0.146, 1.460], [0.480, -0.298, -0.836], [0.236, -0.290, 0.023], [-0.371, 0.273, -0.302], [-0.386, -0.293, 0.132], [1.297, 0.538, 0.676], [-0.236, 0.237, 0.348], [-0.082, 0.257, 0.083], [-0.201, 0.091, -0.195], [-0.104, 0.009, 0.093], [-0.302, -0.131, -0.652], [-0.343, -0.154, -0.095], [-0.417, 0.075, 0.992], [0.548, 0.673, -1.640], [-0.415, 0.191, 0.584], [0.356, 0.601, -1.123], [-0.007, -0.206, 0.102], [-0.311, -0.112, 0.788], [-0.658, -0.839, 0.968], [-0.107, -0.037, -0.123], [0.218, -0.043, -0.038], [0.227, -0.325, -0.278], [0.217, -0.019, -0.441], [0.172, 0.075, -0.246], [0.104, 0.123, 0.214], [-0.148, 0.432, 0.127], [0.746, 0.142, -0.669], [-0.907, -0.382, -1.284], [1.832, 1.293, 0.104], [-0.892, 0.431, -0.005], [-1.005, -0.512, 1.062], [0.080, -0.152, -0.975], [0.415, 1.226, -0.829], [0.570, -1.114, 0.296], [0.127, 0.124, 0.115], [-0.080, -0.386, 0.029], [-0.035, -0.014, 0.193], [-0.216, 0.117, 0.341], [-0.251, -0.282, 0.172], [-0.119, 0.177, 0.224], [0.291, -0.006, 0.100], [-0.108, -0.560, 0.550], [-0.090, -0.523, -0.289], [0.783, 0.022, 0.465], [0.260, -0.149, -0.522], [-0.003, 0.064, -0.005], [0.461, -0.323, 0.140], [-0.322, 0.416, 0.550], [-0.175, 0.179, 0.523], [-0.517, -0.357, 0.219], [-0.056, -0.116, -0.211], [-0.420, 0.249, -0.272], [-0.791, -0.690, 1.804], [3.001, 0.843, -2.602], [-0.554, -0.148, 0.660], [-0.181, -0.021, 0.312], [-0.339, 0.062, 0.527], [-2.575, -0.475, -0.631], [0.764, -0.054, 0.115], [0.487, -0.144, 0.275], [0.089, 0.233, -0.246], [1.640, 0.706, -1.331], [-4.442, -2.086, 0.513], [0.915, 0.203, -0.171], [0.689, 0.411, -0.283], [0.303, 0.272, 0.003], [1.552, 0.707, 1.773], [-0.402, -0.001, -0.306], [0.202, 0.021, -0.235], [-0.226, -0.208, 0.157], [-1.481, -1.714, -1.389], [-0.978, 3.150, 2.112], [-0.313, -0.436, -0.752], [0.141, -0.045, -0.425], [0.531, -0.194, -0.488], [2.232, -2.351, 1.640], [0.049, 0.724, -0.557], [-0.648, 0.852, 0.129], [0.355, 0.156, -0.474], [-0.162, 2.059, -1.194], [2.820, -1.470, 3.437], [-0.299, 0.242, -0.401], [-0.619, 0.626, -0.443], [-0.696, -0.012, -0.419], [-2.814, -2.080, -0.950], [0.610, 0.448, -0.036], [1.183, 0.756, 0.309], [0.083, -0.498, -0.473], [0.899, 1.132, 2.792], [-2.936, -1.037, -0.861], [0.268, 0.574, -0.223], [0.718, 0.002, 0.323], [-0.012, 0.609, -0.171], [1.621, -1.758, -2.440], [-0.086, 0.134, 0.375], [-0.175, 0.309, 0.400], [-0.159, 0.300, 0.102]],
  "mulliken_charge": [-1.129, 1.036, 0.505, -0.516, -0.177, 0.617, -0.493, -0.425, 0.266, 0.225, 0.254, -1.260, 0.643, 0.520, -0.027, 0.582, 0.500, 0.405, -0.366, -1.214, -0.414, 0.272, -0.776, -0.200, 0.444, -0.086, -0.603, 0.363, 0.374, 0.345, 0.413, 0.255, 0.419, 0.394, 0.404, -0.337, 0.633, 0.255, -1.042, -0.548, 0.175, -0.803, -0.214, 0.207, -0.102, -0.688, 0.308, 0.348, 0.361, 0.373, 0.329, 0.514, 0.566, 0.435, 0.141, 0.353, 0.353, 1.215, -0.215, -0.456, 0.229, 0.371, 0.497, -0.792, 0.074, -0.419, -0.215, 0.341, 0.418, 0.201, -0.864, 0.507, -0.366, -0.135, 0.381, 0.376, -0.852, 0.310, 0.146, 0.481, 0.356, 0.326, 0.385, -1.509, 1.205, -1.369, 0.263, -1.583, -0.438, -0.877, -0.396, -0.686, 0.484, 0.236, 0.317, -0.383, 0.047, 0.567, 0.314, 0.597, 0.507, 0.517, 0.469, 0.343, 0.463, 0.368, 0.401, 0.249, 0.378, 0.412, -0.345, 1.056, -0.487, -0.605, -0.299, 0.971, -0.539, -0.442, -0.316, -0.033, 0.682, -0.617, -0.321, -0.317, 0.872, -0.506, -0.615, -0.272, -0.256, 0.918, -0.572, -0.496, -0.352, 0.922, -0.401, -0.541, -0.322, -0.321, 0.886, -0.393, -0.617, -0.335, 0.776, -0.634, -0.299, -0.311, -0.694, 1.108, -0.651, -0.219, -0.318, 1.110, -0.515, -0.361, -0.344]
}